## w
The following is a DFT calculation (ωB97M-V/def2-TZVPD) of an isolated ion of composition C5H11N and charge +1.

M = 85.1 g/mol
Total charge = +1
Orbital gap (alpha / beta) = 11.122 / 8.113 eV
Highest occupied orbital energy (alpha / beta) = -15.308 / -15.453 eV
LUMO level (alpha / beta) = -4.2 / -7.3 eV
Multiplicity = 2

Last column: Löwdin charge in e.
Positions of all 17 atoms, in Å:
C: 1.725 -0.670 -1.206  -0.098
C: 0.295 -1.044 -0.918  -0.246
C: -0.162 -0.842 0.541  -0.101
C: -0.875 0.503 0.684  -0.245
C: -1.284 1.446 -0.252  0.225
N: -1.034 0.904 1.962  0.220
H: 2.515 -1.075 -0.578  0.083
H: 1.835 0.427 -1.233  0.081
H: 2.013 -0.866 -2.244  0.088
H: -0.300 -0.427 -1.593  0.093
H: 0.002 -2.064 -1.189  0.121
H: -0.870 -1.548 0.992  0.142
H: 0.689 -0.821 1.223  0.130
H: -0.835 1.731 -1.195  0.106
H: -1.994 2.220 0.031  0.105
H: -0.822 0.262 2.718  0.145
H: -0.899 1.863 2.256  0.151

=====

## x
The following is a DFT calculation (ωB97M-V/def2-TZVPD) of an isolated ion of composition C5H11N and charge +1.

M = 85.1 g/mol
Total charge = +1
Orbital gap (alpha / beta) = 9.937 / 5.881 eV
Highest occupied orbital energy (alpha / beta) = -15.325 / -15.266 eV
LUMO level (alpha / beta) = -5.4 / -9.4 eV
Multiplicity = 2

Last column: Löwdin charge in e.
Positions of all 17 atoms, in Å:
C: -1.677 -0.781 -0.561  -0.114
C: -0.257 -0.838 -1.138  -0.259
C: 0.568 0.497 -1.134  -0.198
C: 0.697 1.077 0.258  -0.167
C: 1.002 0.178 2.424  0.152
N: 1.287 0.058 1.156  0.218
H: -2.104 -1.812 -0.605  0.087
H: -1.705 -0.566 0.527  0.063
H: -2.481 -0.186 -1.108  0.107
H: 0.345 -1.671 -0.756  0.103
H: -0.270 -1.073 -2.301  0.153
H: 1.570 0.275 -1.577  0.133
H: 0.104 1.168 -1.880  0.133
H: -0.309 1.309 0.627  0.141
H: 1.367 1.944 0.122  0.154
H: 0.393 1.019 2.907  0.171
H: 1.469 -0.597 3.041  0.122

=====

The relative energies come out as w 0.0; x 49.7, with values in kcal/mol.

=====

## w
The following is a DFT calculation (ωB97M-V/def2-TZVPD) of C45H35AuN2OP as an isolated structure.

M = 847.7 g/mol
Total charge = -1
Orbital gap = 6.381 eV
Highest occupied orbital energy = -3.883 eV
LUMO level = 2.5 eV
Multiplicity = 1

Last column: Löwdin charge in e.
Positions of all 85 atoms, in Å:
Au: 0.868 -1.003 -0.945  0.893
C: 1.324 -1.093 3.407  -0.085
C: 1.894 0.163 3.492  -0.092
C: 1.478 1.142 2.610  -0.048
C: 0.501 0.888 1.648  -0.191
C: -0.139 -0.380 1.573  -0.202
C: 0.325 -1.343 2.478  -0.092
C: 0.321 1.942 0.624  -0.253
C: 0.438 3.324 0.947  -0.005
C: 0.516 4.238 -0.058  -0.008
C: 0.455 3.811 -1.407  -0.161
C: 0.630 4.665 -2.517  -0.049
C: 0.509 4.176 -3.789  -0.097
C: 0.183 2.822 -4.007  -0.081
C: 0.038 1.962 -2.954  -0.007
C: 0.203 2.435 -1.632  -0.226
N: 0.160 1.545 -0.613  0.121
H: 1.650 -1.881 4.077  0.097
H: 2.675 0.377 4.210  0.097
H: 1.958 2.112 2.630  0.102
H: -0.094 -2.338 2.459  0.088
H: 0.435 3.630 1.985  0.114
H: 0.607 5.297 0.160  0.112
H: 0.879 5.706 -2.343  0.106
H: 0.666 4.829 -4.639  0.095
H: 0.052 2.462 -5.020  0.099
H: -0.180 0.910 -3.086  0.100
C: 5.254 1.346 1.295  -0.125
C: 4.343 1.914 0.416  -0.107
C: 3.548 1.113 -0.389  -0.041
C: 3.667 -0.279 -0.362  -0.332
C: 4.615 -0.838 0.506  -0.040
C: 5.377 -0.038 1.339  -0.105
N: 2.870 -1.098 -1.176  -0.155
C: 3.499 -1.882 -2.107  -0.328
C: 4.803 -1.601 -2.575  -0.047
C: 5.386 -2.364 -3.571  -0.126
C: 4.719 -3.446 -4.130  -0.150
C: 3.437 -3.741 -3.678  -0.127
C: 2.835 -2.976 -2.698  -0.075
H: 5.870 1.970 1.930  0.087
H: 4.251 2.993 0.352  0.096
H: 2.844 1.561 -1.078  0.098
H: 4.736 -1.914 0.516  0.116
H: 6.077 -0.494 2.029  0.093
H: 5.335 -0.752 -2.165  0.101
H: 6.377 -2.101 -3.926  0.090
H: 5.184 -4.040 -4.908  0.079
H: 2.900 -4.584 -4.098  0.090
H: 1.828 -3.196 -2.364  0.064
O: -1.212 -0.892 -0.888  -0.526
P: -1.821 -0.665 0.494  0.710
C: -2.412 0.982 1.149  -0.282
C: -2.829 1.949 0.239  -0.081
C: -3.259 3.189 0.680  -0.081
C: -3.348 3.450 2.042  -0.103
C: -2.970 2.479 2.957  -0.087
C: -2.478 1.259 2.511  -0.087
C: -3.651 -0.825 -0.223  -0.232
C: -3.913 -1.073 -1.569  -0.086
C: -5.214 -1.140 -2.057  -0.106
C: -6.291 -0.954 -1.205  -0.123
C: -6.055 -0.720 0.144  -0.102
C: -4.755 -0.662 0.618  -0.101
C: -2.145 -2.243 1.394  -0.285
C: -1.710 -3.368 0.695  -0.082
C: -1.853 -4.638 1.234  -0.082
C: -2.440 -4.801 2.481  -0.105
C: -2.881 -3.686 3.180  -0.093
C: -2.733 -2.416 2.643  -0.092
H: -2.798 1.717 -0.820  0.119
H: -3.531 3.959 -0.032  0.101
H: -3.716 4.407 2.391  0.093
H: -3.051 2.678 4.020  0.096
H: -2.131 0.518 3.221  0.104
H: -3.079 -1.206 -2.246  0.092
H: -5.384 -1.331 -3.112  0.091
H: -7.305 -0.988 -1.586  0.087
H: -6.886 -0.571 0.825  0.091
H: -4.590 -0.470 1.673  0.094
H: -1.240 -3.234 -0.272  0.095
H: -1.492 -5.500 0.687  0.099
H: -2.552 -5.790 2.907  0.092
H: -3.325 -3.808 4.160  0.096
H: -3.062 -1.557 3.216  0.094

=====

## x
The following is a DFT calculation (ωB97M-V/def2-TZVPD) of C45H35AuN2OP as an isolated structure.

M = 847.7 g/mol
Total charge = -1
Orbital gap = 6.474 eV
Highest occupied orbital energy = -3.921 eV
LUMO level = 2.6 eV
Multiplicity = 1

Last column: Löwdin charge in e.
Positions of all 85 atoms, in Å:
Au: -1.733 0.743 0.100  0.868
C: -1.132 -3.395 1.101  -0.086
C: -0.931 -3.791 -0.206  -0.092
C: -0.200 -2.956 -1.037  -0.053
C: 0.326 -1.751 -0.579  -0.193
C: 0.165 -1.334 0.761  -0.197
C: -0.586 -2.201 1.561  -0.097
C: 0.964 -0.907 -1.626  -0.249
C: 1.799 -1.491 -2.627  -0.004
C: 2.285 -0.708 -3.623  -0.011
C: 1.963 0.674 -3.651  -0.164
C: 2.415 1.564 -4.654  -0.049
C: 2.088 2.889 -4.598  -0.097
C: 1.298 3.383 -3.533  -0.084
C: 0.847 2.544 -2.555  -0.007
C: 1.166 1.165 -2.602  -0.226
N: 0.683 0.367 -1.614  0.156
H: -1.719 -4.004 1.779  0.097
H: -1.357 -4.710 -0.588  0.097
H: -0.087 -3.220 -2.081  0.100
H: -0.781 -1.944 2.592  0.087
H: 2.064 -2.537 -2.559  0.114
H: 2.935 -1.118 -4.389  0.113
H: 3.023 1.178 -5.465  0.106
H: 2.430 3.567 -5.370  0.094
H: 1.052 4.436 -3.496  0.098
H: 0.240 2.887 -1.726  0.110
C: -2.665 -2.924 -3.676  -0.127
C: -1.988 -1.716 -3.780  -0.109
C: -2.255 -0.684 -2.892  -0.048
C: -3.193 -0.838 -1.871  -0.336
C: -3.869 -2.058 -1.775  -0.046
C: -3.611 -3.083 -2.668  -0.108
N: -3.395 0.192 -0.939  -0.149
C: -4.642 0.731 -0.780  -0.327
C: -5.690 0.527 -1.700  -0.051
C: -6.934 1.106 -1.510  -0.127
C: -7.199 1.915 -0.413  -0.148
C: -6.168 2.132 0.498  -0.128
C: -4.925 1.557 0.327  -0.075
H: -2.457 -3.732 -4.367  0.088
H: -1.245 -1.571 -4.556  0.097
H: -1.728 0.259 -2.962  0.095
H: -4.590 -2.187 -0.977  0.118
H: -4.139 -4.024 -2.566  0.094
H: -5.518 -0.085 -2.576  0.099
H: -7.710 0.925 -2.246  0.089
H: -8.173 2.366 -0.273  0.079
H: -6.338 2.758 1.366  0.090
H: -4.132 1.732 1.043  0.062
O: 0.012 1.289 1.126  -0.559
P: 1.084 0.260 1.615  0.741
C: 2.640 -0.239 0.750  -0.282
C: 3.298 0.730 -0.003  -0.083
C: 4.445 0.417 -0.714  -0.077
C: 4.981 -0.864 -0.640  -0.101
C: 4.348 -1.828 0.127  -0.088
C: 3.171 -1.521 0.802  -0.088
C: 2.091 1.731 2.446  -0.237
C: 1.649 3.053 2.425  -0.085
C: 2.371 4.074 3.039  -0.104
C: 3.558 3.796 3.698  -0.121
C: 4.016 2.484 3.734  -0.102
C: 3.290 1.479 3.115  -0.102
C: 0.834 -0.409 3.300  -0.295
C: -0.260 0.098 3.993  -0.081
C: -0.524 -0.323 5.288  -0.083
C: 0.306 -1.245 5.910  -0.103
C: 1.406 -1.744 5.226  -0.088
C: 1.664 -1.331 3.927  -0.085
H: 2.898 1.737 -0.038  0.118
H: 4.922 1.177 -1.321  0.103
H: 5.886 -1.106 -1.184  0.094
H: 4.755 -2.830 0.188  0.097
H: 2.645 -2.306 1.331  0.105
H: 0.723 3.279 1.916  0.090
H: 1.999 5.091 3.000  0.091
H: 4.122 4.588 4.176  0.087
H: 4.943 2.247 4.244  0.091
H: 3.684 0.467 3.154  0.099
H: -0.906 0.820 3.507  0.109
H: -1.386 0.072 5.812  0.099
H: 0.099 -1.572 6.922  0.092
H: 2.064 -2.461 5.702  0.096
H: 2.522 -1.738 3.407  0.090

=====

The relative energies come out as w 10.1; x 0.0, with values in kcal/mol.

=====

## w
The following is a DFT calculation (ωB97M-V/def2-TZVPD) of C15H14N2O6SY as an isolated structure.

M = 439.3 g/mol
Total charge = -1
Orbital gap = 6.820 eV
Highest occupied orbital energy = -4.623 eV
LUMO level = 2.2 eV
Multiplicity = 1

Last column: Löwdin charge in e.
Positions of all 39 atoms, in Å:
Y: 0.115 -0.007 -0.676  1.326
O: 1.630 -0.467 3.444  0.001
C: 1.175 -0.747 2.335  -0.651
O: 0.154 -0.242 1.766  -0.123
C: 2.038 -1.755 1.532  -0.122
C: 3.140 -0.948 0.846  -0.251
C: 4.269 -1.860 0.360  -0.095
C: 3.646 -2.493 -0.907  -0.103
C: 2.236 -1.902 -0.889  -0.258
O: 2.507 -0.546 -0.396  -0.161
C: 1.486 -2.560 0.309  -0.123
C: -0.050 -2.795 0.262  -0.647
O: -0.459 -3.648 1.036  0.034
O: -0.736 -2.114 -0.587  -0.157
H: 2.462 -2.430 2.272  0.147
H: 3.453 -0.069 1.403  0.160
H: 4.528 -2.597 1.120  0.115
H: 5.166 -1.290 0.119  0.108
H: 3.628 -3.581 -0.882  0.112
H: 4.175 -2.179 -1.806  0.112
H: 1.697 -1.805 -1.832  0.133
H: 1.864 -3.576 0.413  0.141
N: 0.181 3.622 -1.234  0.112
C: -1.066 3.299 -0.838  -0.679
N: -1.425 2.075 -0.616  0.023
C: -2.789 1.973 -0.391  -0.294
C: -3.478 0.796 -0.118  0.001
C: -4.838 0.863 0.120  -0.080
C: -5.516 2.082 0.096  -0.102
C: -4.842 3.262 -0.167  -0.104
C: -3.480 3.191 -0.416  -0.477
S: -2.366 4.476 -0.794  1.069
H: 0.745 2.861 -1.604  0.079
H: 0.542 4.552 -1.168  0.092
H: -2.963 -0.158 -0.081  0.113
H: -5.379 -0.049 0.334  0.104
H: -6.581 2.109 0.287  0.096
H: -5.365 4.209 -0.184  0.102
O: 0.497 0.448 -2.471  -0.757

=====

## x
The following is a DFT calculation (ωB97M-V/def2-TZVPD) of C15H14N2O6SY as an isolated structure.

M = 439.3 g/mol
Total charge = -1
Orbital gap = 7.462 eV
Highest occupied orbital energy = -4.871 eV
LUMO level = 2.6 eV
Multiplicity = 1

Last column: Löwdin charge in e.
Positions of all 39 atoms, in Å:
Y: 0.394 -1.044 1.812  1.481
O: -3.301 0.476 3.189  0.032
C: -2.425 -0.265 2.767  -0.598
O: -1.287 -0.545 3.307  -0.120
C: -2.706 -0.886 1.333  -0.130
C: -2.438 0.238 0.337  -0.210
C: -2.604 -0.215 -1.132  -0.077
C: -1.290 -0.993 -1.402  -0.083
C: -0.717 -1.020 -0.009  -0.381
O: -0.973 0.369 0.410  -0.135
C: -1.682 -1.946 0.901  -0.123
C: -1.405 -3.055 2.103  -0.643
O: -2.410 -3.730 2.251  0.048
O: -0.253 -3.142 2.593  -0.067
H: -3.721 -1.268 1.262  0.159
H: -2.922 1.178 0.583  0.162
H: -2.664 0.646 -1.797  0.113
H: -3.503 -0.818 -1.263  0.120
H: -0.630 -0.417 -2.051  0.125
H: -1.438 -1.978 -1.841  0.125
H: 0.393 -1.237 0.005  0.099
H: -2.149 -2.593 0.165  0.143
N: 3.436 -1.765 -0.275  0.000
C: 3.047 -0.574 -0.559  -0.715
N: 2.001 0.109 -0.040  -0.004
C: 1.924 1.375 -0.607  -0.320
C: 1.024 2.388 -0.268  -0.040
C: 1.064 3.622 -0.906  -0.110
C: 2.003 3.901 -1.891  -0.125
C: 2.933 2.924 -2.228  -0.123
C: 2.883 1.701 -1.584  -0.515
S: 3.968 0.360 -1.808  1.000
H: 2.733 -2.218 1.006  -0.094
H: 4.391 -1.977 -0.531  0.044
H: 0.286 2.230 0.502  0.093
H: 0.345 4.380 -0.617  0.094
H: 2.022 4.867 -2.378  0.088
H: 3.694 3.113 -2.975  0.096
O: 1.978 -2.191 1.634  -0.408

=====

The relative energies come out as w 0.0; x 42.1, with values in kcal/mol.

=====

## w
The following is a DFT calculation (ωB97M-V/def2-TZVPD) of a 2-piece molecular cluster, C3H3ClO overall.

M = 90.5 g/mol
Total charge = 0
Orbital gap = 10.683 eV
Highest occupied orbital energy = -9.833 eV
LUMO level = 0.8 eV
Multiplicity = 1

Last column: Löwdin charge in e.
Positions of all 8 atoms, in Å:
C: -1.376 0.053 1.646  0.002
C: 1.137 0.434 -0.445  -0.067
C: 0.153 -0.468 -0.503  -0.760
O: -2.389 0.450 1.318  0.041
Cl: 0.165 -2.178 -0.331  0.608
H: 0.912 1.413 -0.730  0.034
H: 2.202 0.269 -0.144  0.079
H: -0.804 0.028 -0.812  0.064

=====

## x
The following is a DFT calculation (ωB97M-V/def2-TZVPD) of the molecule C3H3ClO.

M = 90.5 g/mol
Total charge = 0
Orbital gap (alpha / beta) = 7.272 / 7.271 eV
Highest occupied orbital energy (alpha / beta) = -7.291 / -7.290 eV
LUMO level (alpha / beta) = 0.0 / 0.0 eV
Multiplicity = 1

Last column: Löwdin charge in e.
Positions of all 8 atoms, in Å:
C: -0.453 -1.080 0.252  -0.101
C: -0.536 0.337 0.379  -0.316
C: 0.506 0.645 -0.580  -0.617
O: -0.442 -2.143 -0.210  0.202
Cl: 2.145 0.651 0.094  0.511
H: -1.560 0.706 0.354  0.136
H: -0.147 0.771 1.290  0.113
H: 0.487 0.113 -1.580  0.071

=====

## y
The following is a DFT calculation (ωB97M-V/def2-TZVPD) of the molecule C3H3ClO.

M = 90.5 g/mol
Total charge = 0
Orbital gap = 10.042 eV
Highest occupied orbital energy = -10.199 eV
LUMO level = -0.2 eV
Multiplicity = 1
Structure (SMILES) = C=C(Cl)C=O

Last column: Löwdin charge in e.
Positions of all 8 atoms, in Å:
C: 1.492 -0.631 0.715  -0.005
C: 0.327 -0.363 0.189  -0.706
Cl: 0.262 0.301 -1.412  0.691
C: -0.693 0.037 1.155  -0.325
O: -1.862 0.280 0.976  0.057
H: 1.710 -1.018 1.689  0.080
H: 2.218 -0.854 -0.045  0.063
H: -0.234 0.259 2.192  0.145

=====

The relative energies come out as w 0.0; x 56.0; y 5.0, with values in kcal/mol.

=====

## w
The following is a DFT calculation (ωB97M-V/def2-TZVPD) of the molecule COS3.

M = 124.2 g/mol
Total charge = 0
Orbital gap (alpha / beta) = 7.321 / 5.402 eV
Highest occupied orbital energy (alpha / beta) = -9.014 / -8.447 eV
LUMO level (alpha / beta) = -1.7 / -3.0 eV
Multiplicity = 1

Last column: Löwdin charge in e.
Positions of all 5 atoms, in Å:
C: -0.191 -0.163 0.250  -1.408
O: 0.032 0.975 -0.351  -0.644
S: -0.830 -0.249 1.773  0.673
S: 0.108 -1.851 0.058  0.587
S: 0.880 1.288 -1.729  0.792

=====

## x
The following is a DFT calculation (ωB97M-V/def2-TZVPD) of the molecule COS3.

M = 124.2 g/mol
Total charge = 0
Orbital gap = 6.930 eV
Highest occupied orbital energy = -9.106 eV
LUMO level = -2.2 eV
Multiplicity = 1
Structure (SMILES) = S=c1oss1

Last column: Löwdin charge in e.
Positions of all 5 atoms, in Å:
S: 0.054 -0.871 -2.066  0.657
C: 0.080 -0.153 -0.568  -1.264
O: 0.900 -0.437 0.407  -0.444
S: 0.080 0.436 1.911  0.565
S: -1.115 1.026 0.316  0.486

=====

The relative energies come out as w 31.8; x 0.0, with values in kcal/mol.